Molecular formula: C21H33N3O3S
Method: DFT, ωB97M-V/def2-TZVPD

XYZ file:
```
61
Properties=species:S:1:pos:R:3
C 2.46 -3.14 3.52
C 2.27 -2.36 2.22
N 2.36 -3.21 1.06
C 1.26 -4.12 0.77
C 1.73 -5.57 0.81
S 3.15 -2.65 -0.28
O 3.50 -3.78 -1.09
O 4.20 -1.78 0.16
C 1.93 -1.69 -1.17
C 1.48 -2.10 -2.40
C 0.50 -1.36 -3.05
C -0.05 -0.22 -2.46
N -1.03 0.56 -3.07
C -2.35 0.66 -2.45
C -3.09 1.63 -3.38
C -2.37 1.50 -4.73
C -1.30 0.43 -4.49
C 0.47 0.21 -1.21
N 0.02 1.42 -0.69
C -0.06 1.76 0.63
O 0.20 0.98 1.52
C -0.55 3.19 0.84
C 0.20 3.89 1.98
C -0.17 3.34 3.36
C -1.67 3.39 3.58
C -2.39 2.60 2.49
C -2.06 3.19 1.12
C 1.45 -0.54 -0.58
H 2.46 -2.46 4.36
H 3.41 -3.67 3.49
H 1.66 -3.86 3.65
H 1.31 -1.82 2.24
H 3.08 -1.63 2.11
H 0.88 -3.89 -0.23
H 0.46 -3.95 1.49
H 0.91 -6.24 0.57
H 2.10 -5.82 1.80
H 2.53 -5.70 0.09
H 1.89 -2.99 -2.84
H 0.15 -1.68 -4.02
H -2.29 1.01 -1.42
H -2.85 -0.32 -2.45
H -4.15 1.38 -3.45
H -3.02 2.65 -3.00
H -1.90 2.44 -5.01
H -3.04 1.21 -5.53
H -1.71 -0.57 -4.74
H -0.39 0.59 -5.06
H -0.31 2.08 -1.39
H -0.36 3.75 -0.08
H 1.27 3.80 1.82
H -0.06 4.96 1.95
H 0.17 2.30 3.42
H 0.35 3.91 4.13
H -1.92 2.98 4.56
H -2.01 4.43 3.56
H -2.05 1.56 2.52
H -3.47 2.62 2.65
H -2.59 2.63 0.34
H -2.42 4.23 1.08
H 1.85 -0.20 0.36
```

Calculated values
Orbital gap ... 8.9525 eV
Relative energy (zero: lowest compared OMol25 entry of this formula, charge and spin) ... 55.6 kJ/mol
Multiplicity ... 1
SMILES ... CCN(CC)S(=O)(=O)c1ccc(N2CCCC2)c(NC(=O)C2CCCCC2)c1
HOMO energy ... -8.402 eV